w.
The following is a DFT calculation (ωB97M-V with the def2-TZVPD basis set) of 2 unconnected molecules or ions with the total composition C4H10ClN.

Each line ends with the Mulliken charge.
Atoms and positions in Å:
1 C -0.026 1.788 1.061  -1.023
2 C -1.016 -1.275 -1.206  -0.939
3 C -0.369 0.964 -0.149  -0.225
4 C -0.888 -0.200 -0.067  0.222
5 N 1.792 -1.392 0.849  -0.704
6 Cl -1.618 -0.715 1.445  -0.196
7 H 0.757 2.435 0.914  0.376
8 H 0.367 0.963 1.818  0.250
9 H -0.937 2.272 1.597  0.258
10 H 0.053 -1.638 -1.184  0.278
11 H -1.707 -2.055 -0.980  0.367
12 H -1.154 -0.689 -2.188  0.269
13 H 1.240 -0.645 0.303  0.222
14 H 0.050 1.241 -1.079  0.327
15 H 1.265 -1.951 1.581  0.259
16 H 2.402 -0.733 1.321  0.260

Calculated values
Structure (SMILES): C/C=C(/C)Cl.N
Spin multiplicity: 1
E_HOMO (eV): -9.45

=====

x.
The following is a DFT calculation (ωB97M-V with the def2-TZVPD basis set) of 2 unconnected molecules or ions with the total composition C4H10ClN.

Each line ends with the Mulliken charge.
Atoms and positions in Å:
1 C -1.219 -1.653 0.184  -1.229
2 C 0.988 1.452 -0.749  -1.695
3 C -0.581 -0.470 -0.677  -0.560
4 C 0.627 0.133 -0.178  0.954
5 N 0.539 0.760 1.743  -0.663
6 Cl 2.011 -1.072 -0.092  -0.218
7 H -1.393 -1.405 1.164  0.370
8 H -0.518 -2.533 0.091  0.272
9 H -2.151 -1.968 -0.164  0.424
10 H 0.173 2.108 -0.829  0.403
11 H 1.747 1.835 -0.059  0.484
12 H 1.544 1.402 -1.689  0.331
13 H -1.201 0.314 -0.690  0.360
14 H -0.637 -0.884 -1.695  0.315
15 H 0.367 1.726 1.559  0.224
16 H -0.295 0.253 2.082  0.226

Calculated values
Spin multiplicity: 1
E_HOMO (eV): -9.61

=====

Which structure is the least stable? The one labeled x.

=====

w.
The following is a DFT calculation (ωB97M-V with the def2-TZVPD basis set) of a single CH2N4O3 molecule.

Each line ends with the Mulliken charge.
Atoms and positions in Å:
1 C 1.388 0.514 1.415  0.373
2 N 1.568 0.997 2.441  -0.366
3 N 0.995 -0.050 0.231  -0.287
4 N -0.396 -0.086 0.132  0.100
5 N -0.758 0.578 -1.090  1.204
6 O -0.051 1.444 -1.468  -0.568
7 O -1.759 0.131 -1.537  -0.704
8 O -0.934 -1.322 0.257  -0.425
9 H 1.531 -0.903 0.188  0.268
10 H -1.583 -1.302 -0.569  0.406

Calculated values
Structure (SMILES): N#CNN(O)[N+](=O)[O-]
Spin multiplicity: 1
E_HOMO (eV): -10.66

=====

x.
The following is a DFT calculation (ωB97M-V with the def2-TZVPD basis set) of a single CH2N4O3 molecule.

Each line ends with the Mulliken charge.
Atoms and positions in Å:
1 C -0.263 0.003 -0.360  0.774
2 H -1.783 -1.152 0.291  0.471
3 H 1.259 2.291 0.430  0.401
4 N -1.456 0.477 -0.636  -0.327
5 N -0.028 -1.171 0.422  -0.173
6 N 1.076 -1.526 0.152  -0.075
7 N 0.850 0.611 -0.716  -0.168
8 O -2.447 -0.200 0.176  -0.339
9 O 1.697 -0.538 -0.571  -0.067
10 O 1.094 1.205 0.812  -0.495

Calculated values
Structure (SMILES): O/N=c1\nnon1O
Spin multiplicity: 1
E_HOMO (eV): -10.38

=====

Which structure is the least stable? The one labeled x.

=====

w.
The following is a DFT calculation (ωB97M-V with the def2-TZVPD basis set) of a molecular structure, C24H24As2CsF6N6O7S2.

Each line ends with the Mulliken charge.
Atoms and positions in Å:
1 Cs -1.421 -0.442 -1.246  2.045
2 N -1.775 -2.140 3.700  0.186
3 C -1.217 -1.005 3.213  -0.615
4 N 0.030 -0.801 2.998  -0.113
5 C 0.885 -1.902 3.156  0.196
6 N 2.064 -1.971 2.676  -0.464
7 N 2.564 -0.868 2.046  -0.559
8 C 2.490 -0.936 0.792  -0.682
9 C 3.147 0.072 -0.086  1.020
10 C 3.114 -0.138 -1.457  -0.572
11 C 3.658 0.823 -2.290  -0.186
12 C 4.237 1.937 -1.718  -0.441
13 C 4.251 2.037 -0.332  -0.254
14 N 3.719 1.138 0.479  -0.460
15 C 0.392 -3.075 3.918  1.073
16 C 1.228 -4.092 4.368  -0.428
17 C 0.707 -5.208 4.993  -0.646
18 C -0.674 -5.324 5.165  -0.420
19 C -1.518 -4.320 4.737  -0.758
20 C -0.977 -3.192 4.122  -0.150
21 H -2.768 -2.277 3.568  0.287
22 H -1.942 -0.228 2.999  0.322
23 H 1.961 -1.740 0.279  0.371
24 H 2.644 -1.019 -1.867  0.404
25 H 3.593 0.699 -3.361  0.437
26 H 4.643 2.736 -2.324  0.360
27 H 4.704 2.899 0.147  0.381
28 H 2.289 -3.989 4.188  0.449
29 H 1.364 -5.998 5.331  0.378
30 H -1.091 -6.204 5.636  0.369
31 H -2.590 -4.401 4.854  0.377
32 O 1.536 -0.985 -4.731  -0.814
33 S 0.332 -0.386 -4.176  1.091
34 O 0.395 -0.199 -2.730  -0.649
35 O -0.915 -1.002 -4.593  -0.766
36 C 0.258 1.246 -4.936  0.075
37 C 0.565 1.235 -6.295  -1.043
38 C 0.497 2.386 -7.056  -0.568
39 C 0.112 3.577 -6.466  -0.593
40 C -0.198 3.605 -5.119  -0.495
41 C -0.129 2.450 -4.340  -0.279
42 S -0.417 2.708 -2.583  1.734
43 O 0.885 2.498 -1.975  -0.702
44 O -1.432 1.738 -2.134  -0.856
45 O -0.885 4.087 -2.491  -0.808
46 H 0.872 0.299 -6.738  0.437
47 H 0.747 2.353 -8.110  0.355
48 H 0.059 4.488 -7.050  0.359
49 H -0.490 4.521 -4.633  0.537
50 O -5.097 0.452 0.336  -0.618
51 C -4.271 0.873 1.048  0.701
52 N -3.465 1.316 1.812  -0.834
53 F -1.180 -2.121 0.582  -0.586
54 As -2.190 -3.506 0.226  2.140
55 F -3.392 -2.832 1.313  -0.538
56 F -2.960 -2.648 -1.069  -0.498
57 F -3.204 -4.884 -0.104  -0.512
58 F -0.972 -4.056 -0.875  -0.513
59 F -1.429 -4.333 1.568  -0.481
60 C 0.577 2.065 1.119  -0.261
61 As -1.370 1.976 1.469  0.803
62 C -1.309 2.441 3.347  -1.252
63 C -1.955 3.662 0.709  -0.884
64 H 0.855 3.062 1.472  0.443
65 H 0.779 1.995 0.053  -0.306
66 H 1.099 1.293 1.678  0.201
67 H -0.857 3.434 3.409  0.456
68 H -0.676 1.731 3.876  0.382
69 H -2.316 2.448 3.753  0.364
70 H -1.437 4.452 1.263  0.335
71 H -3.031 3.749 0.839  0.346
72 H -1.700 3.744 -0.349  0.191

Calculated values
Charge: -2
Expectation value of S²: 0.755
Spin multiplicity: 2
E_HOMO (alpha / beta) (eV): -3.26 / -3.72

=====

x.
The following is a DFT calculation (ωB97M-V with the def2-TZVPD basis set) of a molecular structure, C24H24As2CsF6N6O7S2.

Each line ends with the Mulliken charge.
Atoms and positions in Å:
1 Cs 1.306 0.153 -0.195  1.782
2 N -0.443 2.291 -3.727  0.406
3 C -0.222 1.562 -2.606  -1.472
4 N -1.100 0.867 -1.985  0.490
5 C -2.425 0.951 -2.402  0.477
6 N -3.406 0.539 -1.687  -0.593
7 N -3.141 0.029 -0.441  -0.488
8 C -3.036 0.887 0.489  -0.741
9 C -2.727 0.499 1.882  0.951
10 C -2.331 1.510 2.762  -0.521
11 C -1.988 1.166 4.056  -0.522
12 C -2.063 -0.165 4.441  -0.502
13 C -2.485 -1.091 3.500  -0.326
14 N -2.812 -0.783 2.249  -0.514
15 C -2.714 1.586 -3.704  0.668
16 C -3.970 1.558 -4.301  -0.453
17 C -4.204 2.223 -5.491  -0.693
18 C -3.170 2.932 -6.100  -0.406
19 C -1.914 2.966 -5.528  -0.896
20 C -1.683 2.290 -4.330  0.077
21 H 0.299 2.869 -4.080  0.265
22 H 0.800 1.598 -2.242  0.087
23 H -3.105 1.955 0.284  0.602
24 H -2.264 2.529 2.403  0.700
25 H -1.650 1.927 4.750  0.426
26 H -1.794 -0.480 5.441  0.358
27 H -2.561 -2.143 3.763  0.431
28 H -4.755 1.008 -3.800  0.456
29 H -5.186 2.196 -5.947  0.378
30 H -3.346 3.459 -7.030  0.377
31 H -1.105 3.510 -6.000  0.394
32 O 2.490 2.517 -0.751  -0.665
33 S 3.091 2.813 0.550  1.216
34 O 4.479 3.225 0.460  -0.802
35 O 2.848 1.766 1.536  -0.760
36 C 2.239 4.281 1.207  0.071
37 C 3.094 5.229 1.764  -0.644
38 C 2.611 6.378 2.369  -0.532
39 C 1.245 6.596 2.429  -0.619
40 C 0.383 5.664 1.876  -0.716
41 C 0.858 4.508 1.261  -0.237
42 S -0.433 3.478 0.531  1.806
43 O -0.437 3.835 -0.875  -0.729
44 O -1.657 3.853 1.237  -0.885
45 O -0.054 2.097 0.814  -0.573
46 H 4.156 5.035 1.706  0.509
47 H 3.303 7.095 2.795  0.351
48 H 0.848 7.486 2.903  0.363
49 H -0.689 5.806 1.913  0.447
50 O 3.892 -2.033 2.850  -0.616
51 C 3.447 -2.566 1.890  0.797
52 N 3.033 -3.149 0.923  -0.810
53 F 0.892 -1.507 -2.227  -0.369
54 As 1.223 -1.970 -3.884  2.031
55 F -0.187 -1.114 -4.415  -0.486
56 F 2.170 -0.532 -4.087  -0.486
57 F 1.562 -2.467 -5.513  -0.515
58 F 2.621 -2.840 -3.326  -0.527
59 F 0.256 -3.406 -3.643  -0.500
60 C 0.518 -4.266 2.055  -1.257
61 As 0.937 -3.431 0.352  0.818
62 C 1.424 -4.902 -0.795  -0.996
63 C -0.920 -3.085 -0.263  -0.717
64 H -0.254 -5.022 1.906  0.401
65 H 0.141 -3.500 2.733  0.351
66 H 1.416 -4.713 2.474  0.411
67 H 0.749 -5.738 -0.605  0.365
68 H 2.453 -5.178 -0.586  0.324
69 H 1.327 -4.579 -1.830  0.214
70 H -1.432 -4.050 -0.269  0.496
71 H -0.896 -2.664 -1.264  0.161
72 H -1.430 -2.403 0.414  0.113

Calculated values
Charge: -2
Expectation value of S²: 0.755
Spin multiplicity: 2
E_HOMO (alpha / beta) (eV): -3.34 / -3.37

=====

Which structure is the least stable? The one labeled w.

=====

w.
The following is a DFT calculation (ωB97M-V with the def2-TZVPD basis set) of a gas-phase ion, C5H12N2 (charge +2).

Each line ends with the Mulliken charge.
Atoms and positions in Å:
1 C 0.284 1.349 0.997  -0.314
2 C 0.407 -0.008 0.255  -0.969
3 C -0.869 -0.585 -0.327  1.079
4 C -2.022 0.010 -0.464  -1.291
5 C 0.193 -2.666 -0.957  -0.151
6 N -0.885 -1.888 -0.876  -0.065
7 N 1.605 2.139 0.591  -0.356
8 H 0.185 0.979 2.050  0.327
9 H -0.624 1.972 0.556  0.334
10 H 1.037 0.035 -0.653  0.465
11 H 1.016 -0.576 1.006  0.463
12 H -2.410 0.980 -0.107  0.173
13 H -2.987 -0.385 -0.851  0.277
14 H 1.187 -2.295 -0.873  0.305
15 H -0.024 -3.747 -1.037  0.288
16 H -1.833 -2.312 -1.102  0.338
17 H 1.448 3.109 0.398  0.351
18 H 2.152 1.642 -0.123  0.332
19 H 2.140 2.248 1.515  0.416

Calculated values
Structure (SMILES): C=[NH+]C(=C)CC[NH3+]
Charge: +2
Spin multiplicity: 1
E_HOMO (eV): -18.40

=====

x.
The following is a DFT calculation (ωB97M-V with the def2-TZVPD basis set) of a molecular structure, C5H12N2.

Each line ends with the Mulliken charge.
Atoms and positions in Å:
1 C -1.408 -0.901 0.745  -0.260
2 C 0.029 -0.420 0.784  -0.623
3 C 0.384 0.665 -0.168  0.020
4 C 1.254 0.420 -1.224  -0.048
5 N 1.663 1.198 -2.201  -0.127
6 C 1.169 2.510 -2.381  -0.628
7 N -1.034 -2.508 2.498  -0.415
8 H -1.709 -1.439 -0.155  0.413
9 H -2.183 -0.199 1.056  0.415
10 H 0.653 -1.290 0.565  0.433
11 H 0.236 -0.102 1.815  0.411
12 H 0.051 1.684 0.020  0.416
13 H 1.674 -0.585 -1.243  0.347
14 H 0.936 2.649 -3.443  0.325
15 H 0.277 2.758 -1.803  0.287
16 H 1.980 3.214 -2.138  0.341
17 H -1.549 -2.334 3.373  0.336
18 H -1.407 -1.809 1.629  0.022
19 H -1.018 -3.512 2.270  0.336

Calculated values
Charge: +2
Spin multiplicity: 1
E_HOMO (eV): -19.28

=====

Which structure is the least stable? The one labeled x.